## i
# C5H11NOS2

C5H11NOS2 in the gas phase (wB97M-V/def2-TZVPD, OMol25).

Structure (XYZ):
```
20
Properties=species:S:1:pos:R:3
O 0.26111 -1.99426 1.12961
C -0.80091 -1.24103 1.72983
C -1.00063 0.14673 1.12264
C -1.39905 0.13388 -0.33988
C -0.35871 0.76384 -1.26278
N 0.89134 -0.02039 -1.21325
C 2.11502 0.45166 -0.91262
S 3.12979 -0.54253 -0.04296
S 2.52622 2.11432 -1.33044
H 1.08182 -1.53150 1.47873
H -0.56094 -1.14170 2.76670
H -1.68849 -1.88166 1.58102
H -0.03227 0.65033 1.20241
H -1.70321 0.67426 1.72852
H -2.38573 0.57797 -0.42885
H -1.43717 -0.90019 -0.69482
H -0.72034 0.62353 -2.29976
H -0.20484 1.83380 -1.10722
H 0.82142 -1.01889 -0.98026
H 1.46559 2.30183 -2.12664
```

HOMO level	-0.310	Eh
frontier orbital gap	9.0	eV
LUMO	0.509	eV
charge	0
structure (SMILES)	OCCCCNC(=S)S

=====

## ii
# C5H11NOS2

2 unconnected molecules or ions with the total composition C5H11NOS2 (wB97M-V/def2-TZVPD, OMol25).

Structure (XYZ):
```
20
Properties=species:S:1:pos:R:3
C -0.98874 3.03619 0.51150
C 0.52248 2.84738 0.57003
C -0.38780 2.01458 -0.38824
C 0.98157 -3.54704 0.04543
C 0.11484 -3.05316 -1.03208
N 0.21348 -0.61845 -1.09619
O -2.17615 0.34162 0.08852
S -1.45142 -3.20598 -0.96909
S -0.46092 0.23194 0.08251
H -1.47509 2.63714 1.26207
H -1.37318 3.98423 0.09767
H 1.12974 3.62500 0.22189
H 0.97693 2.35471 1.39994
H -0.24441 2.25145 -1.45920
H 1.34039 -4.57041 -0.13713
H 1.88360 -2.97142 0.14647
H 0.49830 -3.59583 0.95345
H 0.58601 -2.93844 -2.02236
H 0.45236 0.03726 -1.81815
H -2.75763 -0.20426 0.68922
```

HOMO level	-0.289	Eh
frontier orbital gap	8.5	eV
LUMO	0.611	eV
charge	0

=====

The structure with the least stability is ii.

=====

## i
# C3H7O2P

2 unconnected molecules or ions with the total composition C3H7O2P (wB97M-V/def2-TZVPD, OMol25).

Structure (XYZ):
```
13
Properties=species:S:1:pos:R:3
C -1.19997 -1.21472 -0.70170
C -0.83912 -0.42194 0.27647
C 1.77031 0.24916 0.41121
O 2.88124 -0.10614 0.93355
O 2.06754 0.66637 -0.85024
P -0.62713 1.42484 0.09583
H -1.67596 -2.18422 -0.52616
H -1.41115 -0.99088 -1.71014
H -0.60841 -0.85139 1.18845
H 3.52782 -0.07395 0.16899
H 1.10630 0.74805 -1.14784
H -0.42473 1.67498 1.37386
H -1.89138 2.00324 0.02386
```

HOMO level	-0.327	Eh
frontier orbital gap	9.7	eV
LUMO	0.760	eV
charge	0

=====

## ii
# C3H7O2P

A molecular structure, C3H7O2P (wB97M-V/def2-TZVPD, OMol25).

Structure (XYZ):
```
13
Properties=species:S:1:pos:R:3
C 0.65301 0.64571 1.31028
C 0.31926 -0.59557 0.94755
C -1.40625 0.17916 -1.08982
O -2.14371 0.92553 -0.21020
O -1.30487 0.78412 -2.24022
P 0.58617 -1.03476 -0.83905
H 0.61098 0.87084 2.38271
H 0.79926 1.38918 0.59090
H 0.21988 -1.23722 1.75497
H -2.37036 1.81040 -0.62388
H -0.63103 0.45112 -2.91070
H -0.19061 -2.10402 -0.88696
H 1.78256 -1.90425 -0.44979
```

HOMO level	-0.305	Eh
frontier orbital gap	8.7	eV
LUMO	0.413	eV
charge	0

=====

## iii
# C3H7O2P

C3H7O2P in the gas phase (wB97M-V/def2-TZVPD, OMol25).

Structure (XYZ):
```
13
Properties=species:S:1:pos:R:3
C -1.46524 0.00644 0.54783
C 0.02182 0.23252 0.51196
C 0.82837 -0.93733 -0.10405
O 2.08522 -0.38178 -0.45618
O 2.03988 0.99007 -0.90778
P 0.64012 1.60809 -0.61148
H -1.96143 -0.10687 -0.50947
H -2.03820 0.85149 0.94468
H -1.72139 -0.74474 1.32200
H 0.29705 0.42504 1.58774
H 1.16842 -1.82890 0.42126
H 0.40544 -1.26956 -1.04908
H -0.30005 1.15554 -1.69744
```

HOMO level	-0.339	Eh
frontier orbital gap	10.2	eV
LUMO	0.973	eV
charge	0
structure (SMILES)	C[C@H]1COOP1

=====

The structure with the least stability is ii.